C17H41CrNO9 | ωB97M-V/def2-TZVPD

Values from the calculation:
2S+1 ... 5
Net charge ... 0
Max |F| ... 4.54 eV/Å
HOMO level (spin up / spin down) ... -6.504 / -7.098 eV
Energy ... -2448.59944 a.u.

Last column: Löwdin spin population.
CARTESIAN COORDINATES (ANGSTROEM)
H  -1.08  -3.33  -2.46  0.0000
H  -0.57  4.93  -1.63  0.0001
C  0.19  -0.10  -4.34  0.0002
H  -0.27  3.40  4.26  0.0000
H  2.79  -2.72  -1.04  -0.0001
H  0.57  -3.47  -0.31  -0.0001
H  4.67  -0.22  1.78  0.0000
O  1.38  -0.95  1.59  0.0657
H  0.06  -2.02  2.25  0.0007
C  0.78  3.21  -1.14  0.0056
H  2.94  0.20  4.25  0.0002
O  1.26  -0.70  -1.85  0.0173
H  3.06  -4.25  -1.86  0.0000
H  1.83  2.53  -2.93  0.0001
H  -3.88  2.01  0.07  0.0000
C  3.66  -0.28  1.38  0.0015
C  -2.40  -2.19  -1.07  0.0046
H  3.47  0.71  0.98  0.0004
C  -3.93  1.18  0.77  0.0000
H  -0.27  -3.61  2.43  0.0000
H  -0.82  0.15  -4.01  0.0001
O  1.80  -2.84  -2.87  0.0012
H  0.65  0.74  -3.82  0.0000
C  -0.60  3.85  -1.46  0.0013
O  0.65  1.88  -0.74  0.0628
C  2.22  0.26  3.44  0.0014
H  -0.87  5.39  3.09  0.0000
C  -2.89  -3.33  -0.08  0.0007
O  -1.82  2.71  3.10  0.0010
O  -3.46  1.80  1.94  0.0010
H  2.85  -1.67  2.79  0.0011
H  -2.78  -3.15  -2.98  0.0002
H  2.71  3.31  -1.79  0.0000
C  -0.38  4.62  2.50  0.0001
H  -1.08  3.61  -2.41  0.0001
H  0.68  4.85  2.50  0.0000
H  -0.76  4.72  1.48  0.0000
H  -3.76  -3.86  -0.45  0.0002
H  3.71  -0.86  0.45  0.0001
H  -1.73  -1.76  -3.07  0.0001
H  -3.22  -2.87  0.86  0.0001
H  0.10  0.15  -5.40  0.0000
Cr  0.21  -0.11  -0.01  3.7465
H  0.81  -4.92  -1.35  0.0000
C  -2.10  1.76  2.08  0.0020
C  1.74  3.40  -2.29  0.0011
O  0.77  -1.33  -3.98  0.0011
C  1.29  -4.16  -0.74  -0.0002
N  -0.68  -2.71  2.24  -0.0004
C  -1.94  -2.66  -2.49  0.0014
H  -1.29  -2.50  3.02  0.0000
C  -0.43  3.25  3.19  0.0000
H  -4.91  0.70  0.80  0.0000
H  2.19  1.28  3.05  0.0002
H  -3.24  0.48  0.29  0.0000
H  1.17  3.76  -0.28  0.0012
H  0.36  2.66  2.73  -0.0001
O  -1.25  1.00  1.52  0.0110
H  1.65  4.33  -2.85  0.0002
C  1.29  -1.54  -2.80  0.0035
O  -1.37  -1.51  -0.34  0.0549
H  -3.13  -1.50  -1.49  0.0008
H  -1.15  -2.60  1.35  0.0003
C  2.54  -0.74  2.32  0.0086
H  1.85  -4.73  -0.01  0.0000
H  -1.37  3.78  -0.69  0.0000
C  2.30  -3.50  -1.63  0.0000
H  -2.06  -3.99  0.18  0.0001
H  1.30  0.06  4.00  0.0001